230
Properties=species:S:1:pos:R:3:forces:R:3 method="wB97M-V/def2-TZVPD" homo_ev=-13.997 gap_ev=6.981 e_lumo_ev=-7.02 energy_ha=-5845.452619 charge=+4
H 2.551743 4.350197 -1.333145 0.2 -0.2 0.0
C -10.334027 0.125641 0.182084 2.4 2.0 0.4
C 0.369649 5.897834 -0.640991 -1.7 -1.4 -0.5
C -6.714207 1.915397 3.638654 1.2 0.3 -0.3
O -0.058735 -0.750407 0.670769 0.2 0.8 0.8
H 3.165212 1.426348 4.461212 -1.3 0.6 0.4
C 4.323106 3.009252 1.278724 0.9 0.1 -0.7
H 0.189581 -0.994073 -6.571851 0.1 0.0 0.6
C -4.639948 0.411221 2.944654 -0.2 1.5 0.2
C 2.156414 3.487936 -1.878200 0.1 -0.8 1.8
H -5.420236 -3.612933 -4.841769 -0.2 -0.5 -0.1
H -0.619183 -5.001799 -2.707031 -0.3 0.2 0.2
C 6.256939 0.025338 0.124453 2.2 -1.8 0.4
H 4.889940 4.078191 3.091869 0.0 0.3 -1.0
C -9.015235 -0.390950 0.756142 -0.8 -0.8 0.4
H 3.516202 5.925118 1.061145 0.4 0.1 -0.2
H 4.856437 2.755012 -4.043713 -0.6 0.7 0.6
H -3.152456 1.465953 -3.690677 0.2 -0.3 0.2
H -5.414397 -1.549460 -5.621640 0.5 -0.4 -0.1
H 5.948624 -2.281135 -4.318594 -0.4 0.4 -0.3
H -4.800287 -0.012098 3.928939 0.0 -0.1 0.1
H -2.843617 -2.101482 1.972785 0.4 -0.3 0.1
H -3.120294 -4.953698 1.512242 -0.2 0.5 0.4
C 3.721489 -0.108842 6.297285 -0.8 -0.8 1.1
H -5.461413 3.681559 3.954837 0.7 1.0 -1.3
C 5.130144 0.934347 0.080023 -2.0 2.0 -0.6
H -0.417789 -1.306049 5.845625 0.1 -0.8 0.2
H 0.862028 4.652004 -3.711387 -0.1 0.2 -0.5
C 2.016432 3.870517 5.212776 0.7 -1.2 0.9
C -1.901790 -0.697367 -6.940851 -0.9 0.5 1.3
H -9.309384 -1.223992 1.387165 0.3 -0.2 0.5
H 7.040564 0.123481 -0.648300 -0.5 0.5 0.3
H -2.305654 -4.522193 -2.354814 0.2 0.1 -0.2
H 6.605960 -0.700726 2.075961 0.4 0.1 0.8
N -1.422576 -3.654753 1.768603 -0.6 -1.5 -0.8
C 1.867458 2.544412 5.980026 1.5 -1.2 -1.3
N -3.571438 -0.949164 -4.894411 0.1 0.7 -0.6
C -0.546720 -1.264509 -7.314154 -0.3 0.2 -0.1
H 3.561416 -0.895092 7.046030 0.3 0.1 -0.1
H 7.941633 0.435862 1.631877 0.5 -0.5 -0.3
H 7.429232 2.233245 -0.006664 -1.1 0.7 0.2
C 6.158172 1.447190 2.150212 -0.6 0.7 -0.4
H -2.527119 1.234719 2.745676 -0.6 -0.2 0.0
H -0.100494 1.912292 -1.250410 -0.1 -0.3 0.4
H -3.589347 3.641000 -4.107605 -0.4 -0.1 -0.8
C 2.181236 1.341021 5.029997 1.5 1.4 -0.7
H 1.945049 -1.996350 5.012591 0.7 0.9 0.1
H -2.720721 -1.073930 -7.594750 0.6 0.0 0.5
H -10.780795 -0.574772 -0.442284 -0.9 -1.2 -1.1
H 3.902721 3.305875 0.318945 -0.2 -0.3 -0.1
H -1.292457 0.490839 7.748104 0.3 0.3 0.0
H 0.566726 -3.062739 1.714800 -0.1 0.0 -0.1
H -7.746692 4.140700 4.607762 -0.2 0.3 0.5
H 5.242442 -3.767712 -1.200204 -0.4 0.8 -0.1
C 5.307194 -4.902722 -4.019189 0.5 0.7 -0.2
C -2.279837 -2.948959 3.876953 -0.9 -0.3 0.1
H -3.917282 3.354706 1.825135 0.5 0.7 -0.3
H -6.160508 2.972275 1.476269 0.2 -0.1 0.1
H 2.787233 -4.219014 -3.774751 0.3 0.3 0.3
H -0.706693 4.909958 -2.891972 0.4 0.0 -0.2
C -1.337745 0.489367 6.658144 -0.4 -1.0 0.0
H 0.394970 -4.795366 1.687565 -0.2 -0.4 0.0
H -3.859756 -3.267613 -2.536401 -0.1 -0.1 -0.2
H -3.538012 2.014019 0.713145 0.5 0.0 -0.1
H 4.309944 1.692446 -2.860270 -0.7 -0.6 0.2
H 6.807927 2.204710 2.579975 0.1 -0.1 0.1
C 6.552356 2.882095 0.270679 0.4 0.8 -1.8
C 2.378898 -1.050132 4.580280 -0.6 -1.4 0.8
C -6.916578 0.134595 2.071863 -0.2 -1.9 -0.5
H -4.419985 3.369946 -5.704757 0.1 0.0 0.1
H 7.589312 -4.230017 -2.974640 0.2 0.0 0.4
H 6.016693 -4.540964 -4.749872 0.2 0.1 -0.3
C -0.088100 2.476006 -2.166883 0.6 0.3 -0.7
C -1.255359 -4.331266 -2.108401 0.1 -0.6 0.6
H 1.015465 6.272554 0.082144 1.2 0.7 1.3
O 0.397687 0.362729 2.784775 -0.3 -0.2 1.1
H 4.502325 -5.371475 -4.549568 -0.4 -0.3 -0.1
H -0.633939 6.352670 -0.461355 0.8 -0.4 -0.1
C 4.271301 2.743833 -3.096726 1.0 -0.4 0.0
H 0.526635 7.081457 -2.501465 -1.0 0.6 -0.5
C -1.932312 -2.452162 2.493018 -0.6 -0.4 -0.5
O 3.577217 -1.755279 -0.438417 -0.4 1.1 0.0
H -1.096044 2.701676 -2.528083 0.2 0.1 0.1
H 0.465272 -3.129417 -7.638596 -1.1 0.0 0.5
H -1.763030 -5.718373 2.254629 0.3 -0.2 -0.3
H -0.968745 -3.305796 -2.324647 0.0 0.2 -0.2
C -3.452020 1.606355 -4.727729 -0.2 0.5 0.5
H -3.702743 -4.632516 4.028165 0.0 -0.1 -0.7
H 5.552455 -1.118835 5.588737 -0.3 -0.2 0.3
H -3.764129 -4.040195 -4.855804 0.4 0.6 -0.2
C -2.328669 -4.798074 2.248920 0.6 -0.4 -0.2
C 6.825519 -4.548255 -2.253041 -0.8 -0.3 -2.5
H -6.467539 4.496757 5.824438 -0.2 0.6 0.4
H -4.492280 -0.377328 2.199425 0.0 0.2 0.1
H 3.991540 -0.613822 3.240980 -0.1 -0.7 0.0
C -3.587307 1.531778 2.854933 0.2 -0.2 -0.4
O 1.993142 -3.189941 -0.265289 -1.5 -0.4 0.2
C -2.674554 -0.207689 6.327235 0.3 -0.2 0.0
H -7.491210 2.377887 3.037789 -0.3 -0.1 0.4
N 1.244381 -0.806626 -3.283908 -1.1 -1.2 0.3
H -1.360823 1.501198 6.249162 0.1 0.1 0.4
C -4.222778 0.418380 -5.220473 0.3 -0.4 -1.1
H -5.441480 -2.484450 -2.824548 1.1 -0.1 -0.6
N 0.655579 3.751493 -1.880022 0.6 -0.1 0.9
H 6.726659 -6.439674 -3.478530 -0.5 0.3 0.4
H -3.632114 2.230649 3.688204 -0.1 -0.4 0.3
C 4.865819 -2.460138 -4.274796 0.1 -0.2 1.6
H -5.743534 1.583827 0.489049 0.0 0.0 0.2
H -5.224705 0.430977 -4.799784 -0.1 -0.4 -0.1
H 4.863067 3.183452 -2.291198 0.1 0.5 -0.3
H -0.029701 -4.702967 -0.324511 0.6 -0.4 -0.6
C 0.221676 4.301678 -0.524703 -0.8 1.7 -0.9
H -6.444359 -0.382647 1.230993 0.2 0.0 0.1
H 2.285961 2.659877 -3.854784 0.3 0.5 0.2
H -0.150784 0.177552 5.037175 0.3 -0.1 -1.0
H -1.079273 -3.026335 -8.441533 -0.3 -0.1 -0.1
H 3.269998 -1.341712 -7.091665 0.6 0.2 0.0
H -0.207972 -0.680107 -8.168766 0.0 -0.6 -0.5
H 3.369245 -4.643804 -2.176925 -0.1 -0.8 0.7
H -5.302346 2.489022 5.116809 0.6 -0.5 0.8
C 0.003890 -3.898195 2.138202 0.7 1.1 0.5
N 5.489319 2.107810 0.915177 0.9 -0.1 2.5
H 2.951758 -2.987332 -2.472349 0.1 0.2 -0.2
C 3.851898 -1.210378 4.158139 -0.5 0.2 -0.8
H -0.858247 4.126482 -0.482217 0.3 -0.4 0.2
H -5.132659 2.870622 -4.158801 -0.5 -0.2 0.0
C -1.554125 -3.482289 0.236660 -1.3 1.1 0.4
H 3.037585 4.015738 4.900064 0.6 -0.2 -0.1
N 2.348406 0.032898 5.664131 0.4 -0.9 -0.2
H 3.922444 0.815000 6.819248 0.3 0.2 0.1
H 1.433830 3.904458 4.314366 -0.8 0.2 -0.2
H -7.074806 -0.652285 2.847249 0.2 0.8 -0.3
C 0.840073 6.167676 -2.067231 1.1 -1.6 0.4
H 5.539729 4.865310 1.588503 -0.2 -0.6 0.2
H -10.980794 0.435107 0.956934 -0.9 0.2 0.9
H 0.493235 1.930298 -2.915193 -0.3 0.0 0.0
C -4.396859 -1.989524 -5.565114 -0.5 0.6 -0.8
C 6.888533 0.226294 1.595303 -1.6 -0.2 -1.2
H 1.387350 -1.084178 7.117520 0.5 0.2 0.6
C -1.069057 -4.610529 -0.607506 1.3 0.3 0.4
H -1.096503 -2.507025 0.001860 -0.1 -0.4 0.1
O 3.988686 -3.675550 0.351996 0.2 -1.0 0.9
H -1.165867 -1.727959 2.351979 0.5 1.0 0.3
H -2.560909 1.661880 -5.319693 0.6 0.4 -0.2
H 4.101368 -2.266621 3.972179 -0.1 0.5 0.0
H -1.672559 -0.203304 -4.810045 0.8 0.9 0.4
H -2.942087 -0.189252 5.278327 0.3 0.1 -0.5
H 0.891992 2.363019 6.372687 -0.9 0.4 0.1
C -0.147444 -0.283273 6.000735 -0.5 2.2 0.3
H 4.938517 1.422406 -0.858357 -0.2 -0.4 -0.8
H 3.397123 -3.287187 -5.668334 -0.5 0.2 0.2
H -3.533007 0.223546 6.823203 0.0 0.3 0.5
H 1.356889 0.706305 7.388403 -0.3 -0.7 -0.4
C 4.691949 4.302011 2.009128 -0.3 0.1 0.9
H 2.260643 2.587416 -1.243601 0.0 0.3 -0.2
C 3.382223 -3.881968 -2.912702 -0.3 0.3 -0.3
C -7.030513 3.731879 5.321775 0.1 -0.2 -0.6
H -8.481035 -0.858042 -0.048769 0.8 0.0 -0.5
H -8.047282 1.498296 0.891312 -0.1 0.1 0.1
H -3.138073 -2.341434 4.258892 1.0 -0.6 0.0
H -2.096588 -5.025580 4.368502 0.8 -0.8 0.5
H 5.353412 1.272706 2.856566 -0.1 -0.4 0.0
O 0.486845 -1.047444 -2.324648 -0.8 0.1 1.2
H -2.600753 -1.335855 -2.977517 -1.2 0.1 -0.9
C 5.749129 -3.477200 -2.118784 -0.2 -1.1 0.0
H 2.568149 4.706481 1.787431 -0.7 -0.4 0.3
C 1.246091 -0.112730 6.649504 -0.8 -1.4 0.6
C -4.216262 2.952966 -4.718964 1.0 -0.1 0.4
C -5.531403 2.080303 1.442612 -0.4 -0.4 -0.5
H 5.140812 0.353335 4.814431 0.4 0.4 -0.3
H 4.352812 -1.698795 -3.698016 0.1 0.5 0.0
C -4.403850 -2.650823 -3.245506 -0.2 1.3 -0.4
C -2.129339 -0.946872 -5.405018 -0.7 -0.6 -1.0
C 4.708194 -0.542657 5.219793 -0.4 0.6 0.5
C 2.878256 3.328299 -3.192727 -0.9 -0.3 -0.9
H -7.055023 1.102473 4.256025 -0.6 0.0 0.4
H -7.515648 3.101308 6.048883 -0.3 -0.1 0.2
H -4.004085 -2.083756 -6.571547 -0.2 -0.4 0.0
H 2.927144 4.332629 -3.603653 0.1 0.0 -0.6
H 7.250137 -4.749024 -1.303624 0.5 -0.5 0.8
H -1.122473 -3.312001 -6.696811 0.4 0.2 -0.1
H 1.860449 4.652072 5.918885 -0.7 0.9 0.1
H -1.652887 -1.860001 -5.076359 -0.2 -0.5 0.0
H -4.167678 -0.486125 -2.981556 -0.2 0.5 0.5
H 1.370011 1.216956 4.347474 -0.2 0.2 -0.8
C 4.225830 -2.591926 -5.644034 1.7 -1.2 -0.2
H 5.844219 -0.978094 -0.048037 0.3 0.1 0.5
H 5.322583 -6.193305 -2.376997 -0.2 -0.6 0.7
H -2.641929 -3.460497 0.051410 0.2 0.6 0.4
H -1.424632 -2.942674 4.551702 -0.2 0.5 0.1
N 3.155761 -2.894644 -0.074343 1.5 0.1 -0.5
H -2.613686 -1.257797 6.618407 -0.1 0.0 0.1
S 0.218495 0.578326 1.359375 -0.5 -0.9 -1.8
H 6.123332 -2.472686 -2.142201 0.0 0.5 0.3
H 1.678569 -0.806201 3.787955 0.2 0.4 -0.2
C -8.224723 0.647574 1.556767 -1.0 0.1 -0.9
H -10.065536 1.038292 -0.367886 -0.5 -0.2 -0.3
C 3.481176 5.255237 1.913189 0.4 0.4 1.0
H 4.867556 -0.724322 -6.482448 0.1 0.3 -0.2
C -4.436285 -3.194239 -4.689917 -1.0 -1.2 0.9
H -1.905796 0.387057 -7.076186 0.0 0.0 -0.1
O 2.237336 -0.124936 -3.084549 1.6 1.2 -0.2
C -3.637849 -1.289145 -3.445676 1.0 -0.6 1.7
H 1.928541 6.290204 -2.101408 0.0 -0.4 0.0
H 0.716411 3.777614 0.272119 0.3 -0.2 0.3
H 2.547238 2.448018 6.827339 0.1 0.6 0.1
C -6.015303 2.979690 4.499466 -0.6 -1.7 -0.2
H -8.913478 0.952455 2.332269 0.1 0.3 0.4
H 0.200925 -3.873806 3.236490 -0.7 -0.3 -0.8
C 0.390214 4.874659 -2.771404 -1.2 1.1 -1.1
C -0.597711 -2.778044 -7.501377 1.5 0.1 -0.8
N -5.946525 1.144848 2.536048 0.3 -0.1 0.8
O 1.488833 1.091317 0.761666 0.7 0.3 -0.2
C 6.046228 -5.710110 -2.996091 1.1 0.7 0.2
H 3.332098 -0.657410 -5.482153 0.7 -0.2 -0.6
C -2.677015 -4.470841 3.681572 -0.8 1.9 0.4
H -4.252952 0.448054 -6.344596 -0.3 -0.1 1.1
H 6.071637 3.353598 -0.629216 0.8 -0.5 0.6
C -4.042657 2.312946 1.618420 -0.2 0.2 0.1
N 4.795295 -3.656576 -3.298914 0.0 -0.4 -1.6
O 0.971129 -1.318140 -4.361364 0.2 0.0 -1.4
H 6.867884 3.714215 0.900104 0.2 -0.5 0.0
Cu 1.763198 -0.660504 -0.515221 0.0 0.0 -0.4
H 3.611762 2.385045 1.816084 -0.2 0.1 0.0
C 3.946954 -1.224659 -6.228674 -1.9 -0.1 0.6
H 3.439225 5.869326 2.842569 -0.2 -0.3 -0.8
H -1.555793 -5.501461 -0.271177 -0.4 -0.8 -0.1
H 5.008961 -3.101113 -6.228699 -0.4 0.1 -0.3
O -0.865742 1.511495 1.061597 -0.4 0.4 0.1
H 4.164389 0.535845 0.427478 0.4 -0.1 0.2